(1)
93
Properties=species:S:1:pos:R:3 method="wB97M-V/def2-TZVPD" charge=-1 fmax_ev_per_a=8.014 orbital_gap_ev=9.26 de_lowest_kj_mol=131.70
N 0.09 1.11 -0.83
S 1.59 0.91 -0.64
O 2.14 -0.21 -1.33
O 2.20 1.25 0.63
F 2.05 2.06 -1.60
S -0.39 0.21 0.50
O -0.51 0.86 1.77
O -0.09 -1.21 0.55
F -1.92 0.14 0.04
C -2.55 -1.34 3.60
O -3.88 -1.87 3.58
H -2.18 -1.41 4.62
H -1.88 -1.98 3.03
H -2.50 -0.29 3.32
H -4.43 -1.09 3.51
C 4.67 0.97 -3.80
O 5.44 1.65 -2.83
H 4.65 1.61 -4.68
H 5.16 0.03 -4.06
H 3.65 0.77 -3.46
H 6.22 2.01 -3.26
C -5.27 -1.18 0.67
O -5.38 -1.68 -0.64
H -6.01 -0.40 0.82
H -5.60 -2.01 1.29
H -4.29 -0.82 0.97
H -4.65 -2.31 -0.73
C 2.84 -3.16 -0.27
O 2.55 -4.47 0.16
H 2.23 -2.80 -1.10
H 2.83 -2.38 0.49
H 3.89 -3.22 -0.58
H 3.17 -4.65 0.86
C 1.10 -0.47 4.84
O 0.56 -1.55 5.62
H 1.45 0.28 5.55
H 1.94 -0.83 4.24
H 0.35 0.03 4.22
H 0.60 -2.30 5.01
C -2.71 -3.67 0.06
O -3.67 -3.73 -0.95
H -1.71 -3.39 -0.28
H -3.07 -2.92 0.77
H -2.61 -4.60 0.62
H -3.49 -4.48 -1.53
C -0.87 2.84 3.96
O -1.05 3.74 2.88
H -1.05 3.27 4.95
H -1.51 1.96 3.82
H 0.15 2.45 4.01
H -0.95 3.23 2.07
C -0.89 -1.84 -2.70
O -0.41 -0.53 -2.99
H -0.17 -2.44 -2.15
H -1.83 -1.82 -2.15
H -1.19 -2.38 -3.60
H -0.37 0.04 -2.22
C -0.23 4.58 -0.27
O -1.03 3.48 0.09
H 0.77 4.50 0.14
H -0.19 4.67 -1.36
H -0.67 5.50 0.09
H -0.69 2.69 -0.34
C 4.63 3.87 -0.33
O 5.14 5.03 0.36
H 3.63 4.05 -0.73
H 5.30 3.65 -1.16
H 4.58 3.11 0.45
H 6.10 4.95 0.30
C -0.08 2.80 -3.91
O -1.08 2.45 -2.97
H 0.69 3.39 -3.41
H 0.41 1.88 -4.23
H -0.50 3.31 -4.78
H -0.70 2.01 -2.21
C 0.59 -3.77 2.53
O 0.36 -3.73 3.91
H 1.41 -3.10 2.31
H 0.92 -4.77 2.23
H -0.36 -3.62 2.00
H 0.06 -4.56 4.30
C 2.45 -2.28 -4.10
O 1.51 -1.58 -4.91
H 2.98 -1.58 -3.45
H 1.96 -3.00 -3.44
H 3.22 -2.81 -4.66
H 0.80 -1.19 -4.38
C -4.34 2.11 -0.46
O -3.68 3.37 -0.75
H -4.21 1.91 0.60
H -5.41 2.21 -0.67
H -3.99 1.23 -1.00
H -2.78 3.29 -0.41



(2)
112
Properties=species:S:1:pos:R:3 method="wB97M-V/def2-TZVPD" fmax_ev_per_a=3.452 orbital_gap_ev=8.78 de_lowest_kj_mol=257.72
C 13.62 7.82 -8.11
O 12.80 8.10 -9.00
N 13.28 7.26 -6.93
N 14.95 7.94 -8.24
H 14.04 7.00 -6.33
H 12.31 7.13 -6.68
H 15.37 7.98 -7.32
H 15.27 8.26 -9.13
C 12.48 6.90 1.69
O 13.35 7.29 2.45
N 11.77 7.72 0.88
N 12.20 5.57 1.52
H 12.00 8.68 0.76
H 10.94 7.30 0.48
H 12.79 4.84 1.85
H 11.61 5.36 0.74
C 16.58 8.28 -4.44
O 15.66 8.19 -3.62
N 17.78 7.66 -4.29
N 16.47 8.90 -5.64
H 18.36 7.41 -5.07
H 18.02 7.37 -3.35
H 15.62 9.43 -5.70
H 17.10 8.94 -6.42
C 18.30 6.64 -1.29
O 19.08 7.56 -1.58
N 18.58 5.34 -1.08
N 16.99 6.85 -1.10
H 19.49 4.92 -1.05
H 17.72 4.80 -1.08
H 16.52 7.68 -1.44
H 16.48 5.97 -1.05
C 12.55 10.92 0.62
O 12.52 10.64 -0.57
N 11.40 11.06 1.34
N 13.62 11.35 1.34
H 10.53 10.76 0.94
H 11.44 11.46 2.25
H 13.46 11.61 2.30
H 14.47 11.54 0.84
C 14.80 4.13 -0.95
O 15.95 4.17 -0.49
N 13.92 3.18 -0.59
N 14.31 5.06 -1.78
H 14.30 2.39 -0.10
H 12.95 3.21 -0.87
H 14.76 5.89 -2.12
H 13.40 4.92 -2.20
C 10.27 4.02 -2.98
O 11.49 3.94 -2.84
N 9.52 3.03 -3.50
N 9.51 5.12 -2.71
H 10.09 2.30 -3.89
H 8.53 3.09 -3.60
H 9.91 5.96 -2.31
H 8.51 5.03 -2.75
C 7.39 7.18 -3.94
O 6.85 6.07 -3.90
N 6.85 8.36 -3.59
N 8.64 7.38 -4.45
H 5.86 8.30 -3.37
H 7.29 9.26 -3.73
H 9.15 6.56 -4.75
H 9.02 8.31 -4.54
C 15.42 12.38 -4.27
O 16.62 12.36 -4.01
N 14.80 12.88 -5.34
N 14.56 11.71 -3.43
H 13.80 12.99 -5.32
H 15.26 13.42 -6.06
H 13.65 11.44 -3.77
H 14.93 11.31 -2.58
C 12.20 8.00 -2.74
O 11.07 8.04 -2.20
N 12.58 6.97 -3.51
N 13.19 8.86 -2.52
H 11.89 6.25 -3.71
H 13.56 6.76 -3.62
H 14.15 8.68 -2.80
H 13.03 9.64 -1.90
C 8.52 7.99 0.67
O 8.92 6.84 0.79
N 8.66 8.69 -0.51
N 7.98 8.79 1.62
H 8.64 9.70 -0.50
H 9.19 8.26 -1.25
H 7.67 9.70 1.35
H 7.62 8.27 2.40
C 9.23 11.19 -3.29
O 8.69 10.41 -4.08
N 10.37 10.89 -2.63
N 8.68 12.41 -3.07
H 10.68 9.93 -2.75
H 10.74 11.48 -1.91
H 7.95 12.72 -3.68
H 9.07 12.98 -2.34
C 14.65 3.88 -5.46
O 15.24 4.90 -5.09
N 15.24 2.89 -6.15
N 13.38 3.62 -5.05
H 14.74 2.06 -6.43
H 16.24 2.88 -6.06
H 13.06 4.37 -4.45
H 12.89 2.78 -5.29
C 10.56 5.15 -6.55
O 10.64 5.84 -5.54
N 11.66 4.73 -7.19
N 9.44 4.97 -7.30
H 12.59 4.79 -6.82
H 11.59 4.11 -7.98
H 9.37 4.69 -8.26
H 8.59 5.42 -6.98



(3)
85
Properties=species:S:1:pos:R:3 method="wB97M-V/def2-TZVPD" charge=+1 fmax_ev_per_a=2.528 orbital_gap_ev=10.23
Na -4.54 -19.17 -10.05
C -2.98 -19.75 -13.18
O -2.96 -19.98 -11.83
H -2.06 -19.99 -13.70
H -3.71 -20.38 -13.68
H -3.28 -18.73 -13.40
H -2.04 -19.93 -11.57
C 0.15 -18.23 -12.16
O -0.35 -19.40 -11.55
H -0.69 -17.54 -12.17
H 0.87 -17.74 -11.51
H 0.69 -18.44 -13.08
H 0.39 -19.99 -11.70
C -0.09 -22.03 -9.19
O -0.92 -22.17 -8.01
H 0.60 -21.19 -9.06
H 0.62 -22.84 -9.31
H -0.68 -21.91 -10.10
H -1.21 -23.08 -8.12
C -1.80 -23.66 -11.91
O -2.71 -23.61 -13.03
H -1.10 -22.83 -11.93
H -2.19 -23.36 -10.94
H -1.34 -24.65 -11.86
H -2.59 -22.77 -13.49
C -1.53 -18.08 -8.65
O -2.59 -17.32 -9.12
H -0.56 -17.63 -8.83
H -1.60 -18.43 -7.62
H -1.56 -19.04 -9.18
H -2.33 -16.39 -9.06
C -4.99 -15.50 -11.20
O -4.69 -16.69 -11.93
H -4.71 -14.63 -11.80
H -6.03 -15.45 -10.88
H -4.39 -15.59 -10.29
H -4.66 -16.55 -12.88
C -7.95 -20.29 -10.16
O -7.02 -19.65 -10.98
H -8.79 -20.41 -10.84
H -7.60 -21.31 -9.99
H -8.26 -19.72 -9.29
H -7.47 -18.91 -11.39
C -6.10 -17.27 -7.85
O -5.62 -18.64 -7.68
H -5.30 -16.54 -7.70
H -6.60 -17.24 -8.81
H -6.81 -16.95 -7.08
H -5.14 -18.65 -6.85
C -9.59 -17.56 -12.63
O -8.35 -17.46 -12.07
H -10.37 -17.45 -11.87
H -9.83 -16.81 -13.38
H -9.78 -18.50 -13.14
H -7.72 -17.16 -12.74
C -3.85 -18.08 -4.61
O -3.46 -18.62 -5.86
H -4.63 -17.33 -4.59
H -4.09 -18.89 -3.92
H -3.02 -17.51 -4.20
H -2.67 -19.13 -5.68
C -8.02 -21.18 -13.75
O -6.76 -20.60 -14.18
H -8.64 -20.29 -13.64
H -8.52 -21.77 -14.52
H -7.79 -21.80 -12.88
H -6.15 -21.34 -14.26
C -5.95 -23.86 -11.19
O -6.06 -25.19 -11.47
H -5.48 -23.32 -12.01
H -6.92 -23.52 -10.84
H -5.31 -23.77 -10.31
H -6.54 -25.28 -12.30
C -5.60 -17.65 -15.53
O -5.73 -17.96 -14.16
H -6.60 -17.42 -15.90
H -4.93 -16.84 -15.80
H -5.22 -18.48 -16.13
H -5.95 -18.89 -14.18
C -4.45 -21.58 -8.05
O -3.41 -20.91 -8.74
H -4.28 -22.65 -8.19
H -4.54 -21.48 -6.96
H -5.48 -21.48 -8.40
H -2.56 -21.27 -8.50



(4)
24
Properties=species:S:1:pos:R:3 method="wB97M-V/def2-TZVPD" fmax_ev_per_a=0.281 smiles="O=C1c2ccccc2C(=O)c2cc(Br)ccc21" orbital_gap_ev=8.63 de_lowest_kj_mol=0.00
O -0.48 0.48 2.71
C -0.27 0.29 1.53
C -0.27 1.39 0.51
C 0.08 2.68 0.86
C 0.10 3.67 -0.12
C -0.25 3.36 -1.43
C -0.63 2.07 -1.77
C -0.63 1.08 -0.80
C -1.01 -0.33 -1.13
O -1.82 -0.61 -1.99
C -0.30 -1.37 -0.32
C 0.00 -2.61 -0.87
C 0.68 -3.53 -0.09
Br 1.11 -5.21 -0.83
C 1.05 -3.24 1.22
C 0.72 -2.01 1.76
C 0.06 -1.06 0.99
H 0.33 2.91 1.89
H 0.40 4.67 0.16
H -0.22 4.14 -2.18
H -0.92 1.83 -2.79
H -0.30 -2.85 -1.89
H 1.58 -3.98 1.80
H 0.99 -1.78 2.79



(5)
45
Properties=species:S:1:pos:R:3 method="wB97M-V/def2-TZVPD" charge=+2 fmax_ev_per_a=0.771 spin_multiplicity=5 orbital_gap_ev="8.14 / 5.25" s2=6.038
Pd 0.23 -0.07 0.21
F 3.94 3.45 0.56
C 2.67 3.55 0.86
F 2.47 3.53 2.16
F 2.12 4.60 0.30
S 1.80 2.07 0.17
O 0.35 2.19 0.45
O 2.31 0.88 0.87
N 2.16 2.06 -1.33
S 1.08 1.65 -2.45
O 0.00 0.84 -1.85
O 1.71 1.13 -3.60
C 0.30 3.28 -2.91
F -0.47 3.67 -1.91
F 1.27 4.14 -3.11
F -0.41 3.11 -4.00
Cl -6.48 -2.96 -1.50
C -4.86 -2.57 -1.27
C -3.86 -3.38 -1.81
C -2.54 -3.07 -1.60
Cl -1.30 -4.01 -2.25
C -2.16 -1.91 -0.80
O -0.95 -1.70 -0.58
C -3.23 -1.07 -0.32
C -2.94 0.13 0.45
O -1.84 0.52 0.81
C -4.53 -1.40 -0.54
H -4.12 -4.26 -2.39
H -3.81 0.73 0.74
H -5.33 -0.77 -0.16
N 1.69 -1.36 2.57
C 1.62 -2.13 3.66
C 0.28 -2.39 3.89
C -0.40 -1.73 2.87
N 0.47 -1.09 2.08
H 2.50 -0.92 2.17
H 2.50 -2.43 4.21
H -0.14 -2.98 4.69
H -1.46 -1.67 2.70
Cl 5.36 -1.77 -0.59
C 4.23 -1.65 -1.94
Cl 4.65 -0.30 -2.97
Cl 4.17 -3.14 -2.86
C 2.89 -1.44 -1.34
N 1.90 -1.31 -0.78



(6)
33
Properties=species:S:1:pos:R:3 method="wB97M-V/def2-TZVPD" fmax_ev_per_a=0.162 orbital_gap_ev=8.73
Be 0.21 -1.35 -1.34
O 2.84 1.48 -1.94
C 1.93 0.55 -2.07
O 2.09 -0.63 -1.79
C 0.58 0.95 -2.59
C 0.12 2.02 -3.32
C -1.20 1.93 -3.79
C -1.99 0.80 -3.57
C -1.43 -0.22 -2.81
N -0.22 -0.06 -2.33
C -1.89 -1.66 -2.49
O -2.96 -2.06 -2.86
O -0.94 -2.30 -1.85
H 3.58 1.11 -1.42
H 0.74 2.87 -3.55
H -1.60 2.75 -4.37
H -2.98 0.71 -3.97
O -1.86 -0.50 0.43
C -0.78 -0.65 0.96
N 0.37 -1.02 0.29
S 1.72 -0.86 1.21
O 2.44 0.34 0.85
O 2.47 -2.08 1.25
C 0.84 -0.56 2.71
C 1.33 -0.40 3.98
C 0.41 -0.13 4.99
C -0.95 -0.01 4.71
C -1.42 -0.16 3.41
C -0.50 -0.44 2.41
H 2.39 -0.50 4.19
H 0.76 -0.01 6.01
H -1.64 0.20 5.51
H -2.47 -0.07 3.17



(7)
33
Properties=species:S:1:pos:R:3 method="wB97M-V/def2-TZVPD" fmax_ev_per_a=0.175 orbital_gap_ev=8.14 de_lowest_kj_mol=0.00
Sr -0.04 0.49 0.41
O -3.96 2.77 -0.96
C -2.99 2.11 -0.34
O -1.88 1.98 -0.82
C -3.36 1.56 0.99
C -4.61 1.69 1.58
C -4.79 1.12 2.83
C -3.74 0.45 3.44
C -2.52 0.37 2.77
N -2.35 0.91 1.57
C -1.30 -0.35 3.37
O -1.45 -0.85 4.47
O -0.27 -0.33 2.62
H -3.62 3.07 -1.81
H -5.40 2.22 1.07
H -5.74 1.20 3.33
H -3.82 -0.01 4.41
O 2.69 1.92 -2.81
S 2.38 0.98 -1.79
O 2.31 1.48 -0.41
N 0.96 0.20 -1.97
C 1.11 -1.12 -1.81
S -0.15 -2.11 -1.32
C 2.54 -1.56 -1.88
C 3.06 -2.84 -1.90
C 4.44 -2.98 -1.91
C 5.28 -1.88 -1.88
C 4.76 -0.59 -1.84
C 3.39 -0.47 -1.85
H 2.40 -3.70 -1.91
H 4.88 -3.97 -1.94
H 6.35 -2.02 -1.88
H 5.41 0.28 -1.81



(8)
32
Properties=species:S:1:pos:R:3 method="wB97M-V/def2-TZVPD" charge=+1 fmax_ev_per_a=4.387 orbital_gap_ev=5.60
Ti 8.81 6.90 6.46
O 10.62 6.50 6.29
C 11.30 5.80 7.18
C 10.85 5.54 8.49
C 11.79 4.98 9.36
C 11.56 5.09 10.75
C 10.33 5.38 11.29
C 9.32 5.91 10.39
C 9.58 5.93 9.00
O 8.59 6.17 8.16
N 12.64 4.87 11.60
O 12.57 5.28 12.76
O 13.64 4.31 11.08
H 12.32 5.55 6.93
H 12.72 4.51 8.95
H 10.13 5.25 12.36
H 8.41 6.27 10.73
Se 8.02 11.71 6.51
C 8.43 10.04 6.69
N 8.63 8.85 6.84
Te 7.29 6.28 4.41
C 6.05 6.50 6.16
C 5.47 7.76 6.51
C 4.63 7.81 7.64
C 4.51 6.74 8.51
C 4.93 5.49 8.06
C 5.74 5.33 6.93
H 5.68 8.69 5.97
H 4.13 8.77 7.87
H 4.05 6.75 9.43
H 4.50 4.67 8.59
H 6.13 4.35 6.68